1.
Density functional theory data (ωB97M-V/def2-TZVPD) for a structure of composition C29H33GeN4V.

Properties
Net charge ... +2
Spin multiplicity ... 3
Kohn-Sham gap (alpha / beta) ... 7.2 / 6.9 eV
⟨S²⟩ ... 2.329
HOMO (alpha / beta) ... -13.84 / -12.87 eV

CARTESIAN COORDINATES (ANGSTROEM)
V 0.02575 0.26158 -0.92490
C 1.35501 2.31958 -2.48347
C 2.06872 0.99132 -2.74630
N 2.09772 0.14195 -1.52575
C 2.38462 -1.29236 -1.78094
C 1.15199 -2.03314 -2.26312
C 1.16020 -3.20830 -2.98929
C -0.06235 -3.75110 -3.37308
C -1.25862 -3.11867 -3.06212
C -1.20541 -1.94042 -2.33532
C -2.42421 -1.12183 -1.94733
N -2.11553 0.18275 -1.28952
C -2.36703 1.41096 -2.09371
C -1.12347 1.87743 -2.85563
N -0.00018 2.10594 -1.90566
N -0.01995 -1.46181 -1.95438
H 1.28648 2.89990 -3.40654
H 1.91609 2.91034 -1.75770
H 3.07938 1.18619 -3.11286
H 1.54499 0.42621 -3.52220
H 2.79111 0.49411 -0.87061
H 2.71356 -1.72283 -0.83051
H 3.19436 -1.41542 -2.50530
H 2.08891 -3.69055 -3.25969
H -0.07960 -4.67058 -3.94312
H -2.20322 -3.53092 -3.38786
H -3.02063 -1.71095 -1.24790
H -3.03966 -0.95658 -2.83558
H -2.65607 0.22532 -0.43054
H -2.68056 2.19484 -1.40151
H -3.18503 1.25580 -2.80121
H -1.33454 2.78836 -3.42078
H -0.80701 1.11350 -3.57248
H -0.23717 2.88209 -1.28993
C -4.12522 -1.79683 2.41923
C -3.86430 -0.52021 2.89547
C -2.61719 0.05824 2.69649
C -1.61112 -0.63311 2.02031
C -1.89140 -1.91782 1.54330
C -3.13377 -2.50062 1.74514
Ge 0.11156 0.17492 1.61579
C 1.65824 -0.82424 2.20856
C 1.52603 -2.04851 2.86259
C 2.64839 -2.78232 3.22181
C 3.91710 -2.30592 2.92626
C 4.06639 -1.08730 2.27521
C 2.94389 -0.35781 1.91695
C 0.16583 2.08680 1.94689
C 1.20551 2.70832 2.63768
C 1.21642 4.08624 2.80530
C 0.19674 4.86488 2.27728
C -0.85023 4.26354 1.58903
C -0.85943 2.88623 1.42776
H -5.09290 -2.24987 2.58672
H -4.62933 0.02240 3.43431
H -2.42693 1.05219 3.08583
H -1.12000 -2.49251 1.03334
H -3.32701 -3.50667 1.39523
H 0.54224 -2.42941 3.11261
H 2.53166 -3.72347 3.74176
H 4.79001 -2.87555 3.21459
H 5.05585 -0.70341 2.06453
H 3.08000 0.61254 1.44285
H 2.00580 2.11624 3.06626
H 2.02000 4.55368 3.35819
H 0.20644 5.93698 2.41866
H -1.66282 4.86616 1.20414
H -1.71509 2.42349 0.93679

2.
Density functional theory data (ωB97M-V/def2-TZVPD) for a structure of composition C17H27BNO4P2V in a non-equilibrium geometry.

Properties
Net charge ... +1
Spin multiplicity ... 4
Kohn-Sham gap (alpha / beta) ... 7.2 / 6.8 eV
⟨S²⟩ ... 3.779
HOMO (alpha / beta) ... -10.45 / -10.68 eV

CARTESIAN COORDINATES (ANGSTROEM)
V -0.24536 0.54921 -0.79572
P -1.12130 -1.04313 0.50209
C -2.31923 0.37415 0.30311
C -2.13417 1.76517 0.61664
N -0.82816 2.07028 0.32146
C -0.20062 3.08943 0.87057
C -0.99308 4.04682 1.56392
C -2.37896 3.91374 1.61303
C -2.99835 2.80069 1.04262
C 1.33634 2.91802 0.75308
P 1.89257 1.42971 -0.19147
H -4.09770 2.77083 0.85192
H -0.52683 4.82321 2.13903
H -3.01827 4.65150 2.08256
H 1.90696 3.77623 0.35938
H 1.78263 2.70112 1.73788
H -4.55216 0.72477 -3.06424
H -3.14699 0.13560 -0.34097
H -1.09652 -0.84696 -4.97744
O -4.27020 -0.26792 -2.96830
H -4.21103 -0.59498 -2.05367
H -0.50399 -0.67895 -1.60756
O -0.77205 -1.57791 -5.57344
H -0.56416 -2.22418 -4.87873
C 1.57702 1.86778 -1.94728
H 1.49076 2.91464 -2.30381
H 2.42480 1.40895 -2.45245
H 0.69780 1.30253 -2.27580
C 3.70127 1.13069 -0.12696
H 4.03225 0.36686 -0.84381
H 4.20352 2.07814 -0.35916
H 4.08338 0.80159 0.84513
C -1.25402 -1.11795 2.29889
H -2.35331 -1.06652 2.35141
H -0.85168 -2.00794 2.79739
H -0.85989 -0.19368 2.74016
C -1.69568 -2.59214 -0.25207
H -0.81669 -3.27071 -0.31628
H -2.48850 -2.95746 0.42570
H -2.09181 -2.35447 -1.26370
O 1.58327 -0.71773 1.92431
B 1.17923 -0.52356 0.50275
O 1.92589 -1.71140 -0.20653
C 2.43901 -2.49491 0.77361
C 3.08827 -3.74829 0.73661
C 3.66520 -4.23765 1.91345
C 3.47832 -3.59925 3.14261
C 2.78292 -2.40055 3.21333
C 2.23992 -1.88993 2.03686
H 3.17377 -4.27808 -0.20594
H 4.18081 -5.19868 1.88297
H 3.93149 -4.00999 4.03881
H 2.56508 -1.85281 4.12273

3.
Density functional theory data (ωB97M-V/def2-TZVPD) for a cluster of 4 separate species, C16H34Cl2N3O5P in total in a non-equilibrium geometry.

Properties
SMILES ... CN(C)P(=O)(N(C)C)N(C)C.O=C1CCCO1.O=C1CCCO1.ClCCCl
Kohn-Sham gap ... 9.4 eV
HOMO ... -9.10 eV

CARTESIAN COORDINATES (ANGSTROEM)
C -11.67642 -4.09535 -7.07502
N -12.43574 -2.93373 -6.62442
C -12.79231 -2.86460 -5.20509
P -13.34860 -2.04672 -7.67800
O -13.61128 -0.69200 -7.16610
N -12.46946 -2.08686 -9.07761
C -12.73806 -2.84323 -10.27510
C -11.30083 -1.21704 -9.11821
N -14.69492 -2.93847 -8.04225
C -15.37833 -3.67062 -7.00893
C -15.63037 -2.37074 -9.01186
H -10.86875 -3.78770 -7.73076
H -12.33962 -4.83007 -7.55050
H -11.29874 -4.61483 -6.19550
H -13.79404 -2.45283 -5.07559
H -12.10716 -2.24136 -4.63162
H -12.85468 -3.87136 -4.78319
H -11.78728 -3.03083 -10.77759
H -13.20880 -3.79096 -10.02252
H -13.37920 -2.29839 -10.97470
H -11.27295 -0.71245 -10.09481
H -11.40371 -0.43746 -8.36873
H -10.37814 -1.80949 -9.07915
H -15.75226 -3.03565 -6.18764
H -16.23108 -4.20279 -7.42260
H -14.70762 -4.37671 -6.51131
H -15.10079 -1.81805 -9.78364
H -16.26499 -1.60064 -8.55308
H -16.21496 -3.18151 -9.43804
O -4.70080 -0.09736 -9.25742
C -5.85267 0.09366 -9.01059
C -6.67659 -0.48405 -7.85297
C -7.94921 0.34010 -7.95402
C -8.02198 0.75797 -9.41437
O -6.64942 0.82413 -9.83039
H -6.82340 -1.51862 -8.18045
H -6.20998 -0.44361 -6.87659
H -8.84234 -0.20591 -7.64215
H -7.86867 1.22026 -7.31738
H -8.59159 0.06737 -10.03760
H -8.49622 1.73513 -9.48957
O -0.61193 2.97634 -8.33028
C -0.75288 1.80912 -8.12705
C -1.99039 1.09769 -7.58885
C -1.42194 -0.27640 -7.18792
C -0.24031 -0.40060 -8.13488
O 0.27167 0.91998 -8.27356
H -2.39660 1.61786 -6.72807
H -2.70729 1.05990 -8.40857
H -1.13868 -0.24956 -6.13727
H -2.17500 -1.05432 -7.31829
H 0.50479 -1.10133 -7.75444
H -0.53785 -0.80348 -9.10742
Cl -9.06560 3.13568 -3.57602
C -8.35795 2.67218 -5.12864
C -6.93001 3.10604 -5.26014
Cl -5.80200 2.22898 -4.19601
H -8.93438 3.11065 -5.94519
H -8.47562 1.59670 -5.25021
H -6.82176 4.17043 -5.05887
H -6.56644 2.95816 -6.27816

Number 1: energy -4364.353474 hartree. Number 2: energy -2670.919721 hartree. Number 3: energy -2432.318685 hartree.